# 1
The following is a DFT calculation (ωB97M-V/def2-TZVPD) of a molecular structure, C62H72Cl2N2O7W in a non-equilibrium geometry.

CARTESIAN COORDINATES (ANGSTROEM)
W  -0.2083  -0.2622  -0.4660
C  0.9963  3.3685  -2.0976
O  0.7495  2.2752  -1.2027
C  1.1110  2.5590  0.1281
C  2.3449  2.1300  0.6568
C  3.4269  1.4301  -0.1512
C  3.4097  -0.0769  -0.0864
C  3.9668  -0.8205  0.8777
C  3.8623  -2.2825  0.9068
C  2.9206  -2.8793  0.1577
C  1.9751  -1.9799  -0.5981
C  0.9939  -2.6898  -1.6596
C  -0.5526  -2.4687  -1.6312
C  -1.3029  -3.5859  -1.2308
C  -2.6967  -3.6336  -1.1518
C  -3.4123  -2.4644  -1.4061
C  -2.7636  -1.2970  -1.7840
C  -3.5591  -0.0086  -1.8768
C  -3.0121  1.4235  -1.7676
C  -3.7593  2.3533  -2.4900
C  -3.6611  3.7308  -2.3209
C  -2.7243  4.1976  -1.4120
C  -1.9195  3.3320  -0.6880
C  -1.0637  3.9438  0.4020
C  0.2440  3.3530  0.8909
C  0.6381  3.7306  2.1720
C  1.8554  3.3489  2.7182
C  2.6707  2.5241  1.9480
C  2.3825  3.9156  4.0255
C  2.9337  2.8087  4.9358
C  1.3179  4.6875  4.8074
C  3.5102  4.8816  3.6253
C  -2.0546  1.9500  -0.8690
O  -1.2057  1.1556  -0.1745
C  -4.6187  4.6530  -3.0513
C  -4.3996  4.5404  -4.5650
C  -6.0554  4.2434  -2.6869
C  -4.4433  6.1184  -2.6451
C  -1.3753  -1.3367  -2.0415
O  -0.8726  -0.1092  -2.5043
C  -1.0922  0.1868  -3.9071
C  -3.3769  -4.9355  -0.7674
C  -2.7325  -5.5180  0.5002
C  -3.1961  -5.9099  -1.9431
C  -4.8727  -4.7498  -0.4991
C  2.7755  -0.8263  -1.2493
O  1.8715  0.8138  -2.8824
C  4.8233  -3.0232  1.8116
C  6.2486  -2.6536  1.3829
C  4.5753  -2.5952  3.2669
C  4.6692  -4.5429  1.7333
H  0.5211  4.2804  -1.7407
H  0.5711  3.0917  -3.0567
H  2.0681  3.5297  -2.2163
H  4.3910  1.7892  0.2140
H  3.3300  1.7376  -1.1897
H  4.5172  -0.3493  1.6758
H  2.7509  -3.9420  0.1629
H  1.1279  -3.7679  -1.5181
H  1.3884  -2.4608  -2.6587
H  -0.7682  -4.4837  -0.9559
H  -4.4799  -2.4350  -1.2603
H  -4.3074  -0.0922  -1.0759
H  -4.1238  -0.0459  -2.8161
H  -4.4886  1.9770  -3.1907
H  -2.6150  5.2533  -1.2261
H  -1.7208  4.0203  1.2774
H  -0.8445  4.9738  0.0990
H  -0.0216  4.3766  2.7278
H  3.6309  2.2169  2.3315
H  2.1237  2.1771  5.2983
H  3.4170  3.2556  5.8009
H  3.6717  2.1929  4.4288
H  0.4447  4.0701  5.0057
H  1.0069  5.5869  4.2832
H  1.7347  4.9956  5.7613
H  4.3086  4.3569  3.1084
H  3.9242  5.3628  4.5052
H  3.1265  5.6511  2.9596
H  -4.5341  3.5226  -4.9228
H  -3.3971  4.8716  -4.8296
H  -5.1161  5.1762  -5.0775
H  -6.3023  3.2497  -3.0506
H  -6.7565  4.9478  -3.1271
H  -6.1831  4.2600  -1.6056
H  -3.4651  6.5034  -2.9215
H  -4.5959  6.2476  -1.5769
H  -5.1888  6.7209  -3.1560
H  -2.1556  0.1660  -4.1459
H  -0.5463  -0.5250  -4.5327
H  -0.6981  1.1900  -4.0648
H  -1.7006  -5.8165  0.3385
H  -3.2846  -6.4024  0.8058
H  -2.7681  -4.7941  1.3117
H  -2.1434  -6.0592  -2.1667
H  -3.6896  -5.5281  -2.8337
H  -3.6359  -6.8723  -1.6953
H  -5.0390  -4.0326  0.3020
H  -5.3066  -5.6961  -0.1884
H  -5.4037  -4.4327  -1.3931
H  6.4307  -1.5868  1.4730
H  6.4107  -2.9402  0.3463
H  6.9713  -3.1740  2.0045
H  4.8267  -1.5514  3.4308
H  5.1967  -3.1929  3.9278
H  3.5347  -2.7561  3.5439
H  4.8340  -4.9069  0.7225
H  3.6890  -4.8646  2.0780
H  5.4112  -5.0019  2.3810
C  -4.3480  0.8103  1.7222
O  -4.6919  -0.5500  1.5056
C  -3.8426  -1.4368  2.1238
C  -4.2614  -2.2047  3.1833
C  -3.3824  -3.1022  3.8105
C  -2.0884  -3.2212  3.3851
C  -1.6264  -2.4783  2.2737
C  -0.2803  -2.4642  1.8532
N  0.0396  -1.7776  0.7820
N  1.2483  -1.2181  0.4568
C  1.5804  -0.0823  -1.8570
O  1.4480  -0.4790  -3.2134
C  3.8829  -1.1781  -2.2372
C  4.6367  -0.1636  -2.8224
C  5.6842  -0.4538  -3.6781
C  6.0064  -1.7670  -3.9678
C  5.2549  -2.7836  -3.4065
C  4.2035  -2.4934  -2.5526
C  -2.5205  -1.5786  1.6057
O  -2.1507  -0.8912  0.5699
H  -4.6003  1.1090  2.7454
H  -4.9399  1.3924  1.0195
H  -3.2795  0.9902  1.5526
H  -5.2815  -2.1052  3.5257
H  -3.7327  -3.6772  4.6528
H  -1.4066  -3.8958  3.8793
H  0.4918  -2.9765  2.4238
H  4.4103  0.8717  -2.6345
H  6.2529  0.3541  -4.1124
H  6.8295  -1.9958  -4.6261
H  5.4811  -3.8152  -3.6285
H  3.6376  -3.3075  -2.1310
Cl  -0.0331  0.6212  2.3754
C  1.3422  -0.0707  3.2924
Cl  0.7769  -1.2039  4.5236
H  1.8523  0.7586  3.7812
H  1.9864  -0.5822  2.5718

The HOMO energy is -12.85 eV. The net charge is +2. The lowest unoccupied orbital energy is -7.48 eV.


# 2
The following is a DFT calculation (ωB97M-V/def2-TZVPD) of a molecular structure, C30H30AsCl5N2RhS.

CARTESIAN COORDINATES (ANGSTROEM)
Rh  -0.8372  0.8318  -0.5740
C  -1.9291  3.7690  -0.5242
N  -1.9291  2.5603  -1.3736
C  -1.4330  2.9608  -2.7090
C  -3.3193  2.0589  -1.4607
C  -3.3868  0.7183  -2.1479
N  -2.5620  -0.3023  -1.4583
C  -2.3034  -1.3970  -2.4083
C  -3.3221  -0.8640  -0.3235
H  -2.5922  4.5220  -0.9601
H  -0.9220  4.1754  -0.4659
H  -2.2792  3.5253  0.4762
H  -2.0777  3.7423  -3.1236
H  -1.4069  2.1155  -3.3887
H  -0.4171  3.3360  -2.6086
H  -3.9430  2.7821  -1.9986
H  -3.7067  1.9899  -0.4424
H  -3.0312  0.7995  -3.1739
H  -4.4284  0.3832  -2.1972
H  -3.2517  -1.7783  -2.8017
H  -1.7883  -2.1995  -1.8995
H  -1.6827  -1.0427  -3.2273
H  -4.2312  -1.3577  -0.6805
H  -3.6035  -0.0792  0.3749
H  -2.7056  -1.5959  0.1959
Cl  -1.7996  1.1868  1.8567
C  -0.2616  2.0388  1.8193
C  0.3592  1.9956  0.5866
C  1.4890  2.7977  0.4711
Cl  2.2368  3.0688  -1.0613
C  2.0228  3.4613  1.5860
Cl  3.4603  4.3833  1.4357
C  1.3920  3.3913  2.8298
Cl  2.0596  4.1705  4.2012
C  0.1927  2.6954  2.9454
Cl  -0.6744  2.6265  4.4200
S  0.5002  0.5107  -2.3986
C  2.0844  -0.0055  -1.8095
C  3.2002  0.1660  -2.6232
C  4.4333  -0.3094  -2.2049
C  4.5707  -0.9550  -0.9810
C  3.4604  -1.1335  -0.1717
C  2.2270  -0.6457  -0.5865
As  0.5524  -0.9562  0.2821
C  0.2747  -2.8206  -0.1711
C  0.0705  -3.8165  0.7773
C  -0.0243  -5.1445  0.3774
C  0.1018  -5.4827  -0.9607
C  0.3379  -4.4920  -1.9054
C  0.4282  -3.1660  -1.5138
C  0.8582  -0.8780  2.1826
C  1.9947  -0.2263  2.6541
C  2.1989  -0.0856  4.0197
C  1.2665  -0.5846  4.9173
C  0.1189  -1.2112  4.4505
C  -0.0915  -1.3476  3.0870
H  3.1019  0.6784  -3.5723
H  5.2992  -0.1693  -2.8387
H  5.5376  -1.3199  -0.6625
H  3.5542  -1.6571  0.7719
H  0.0131  -3.5830  1.8296
H  -0.1816  -5.9148  1.1208
H  0.0346  -6.5183  -1.2668
H  0.4626  -4.7524  -2.9484
H  0.6292  -2.3989  -2.2528
H  2.7207  0.1802  1.9608
H  3.0853  0.4210  4.3794
H  1.4254  -0.4713  5.9815
H  -0.6198  -1.5829  5.1483
H  -1.0128  -1.7973  2.7376

Its energy above the lowest of the compared OMol25 structures with the same formula, charge and spin is 0.0 kcal/mol. The HOMO energy is -10.51 eV. The net charge is +1. The lowest unoccupied orbital energy is -3.27 eV.


# 3
The following is a DFT calculation (ωB97M-V/def2-TZVPD) of a single C21H27N3O5 molecule.

CARTESIAN COORDINATES (ANGSTROEM)
C  -4.9583  -2.5422  -2.0383
C  -5.6690  -1.8905  -0.8611
O  -4.7333  -1.3989  0.1010
C  -4.1992  -0.1949  -0.1315
O  -4.5017  0.5106  -1.0560
C  -3.1827  0.1554  0.9399
C  -2.6197  1.5566  0.7154
C  -1.5537  1.8714  1.7669
N  -0.5118  0.8719  1.7508
C  0.7962  1.0484  1.4691
O  1.5819  0.1117  1.5046
C  1.2749  2.4513  1.1468
C  0.7629  3.0033  -0.1986
C  1.8237  3.0361  -1.3040
C  1.8761  1.7687  -2.1565
N  2.2634  0.5690  -1.4265
C  1.2888  -0.3731  -1.1778
O  0.1171  -0.1977  -1.4479
N  1.7242  -1.5614  -0.6623
C  2.9943  -1.7812  -0.1899
C  3.3383  -2.9668  0.4552
C  4.6301  -3.1518  0.9018
C  5.5948  -2.1677  0.7128
C  5.2602  -0.9930  0.0753
C  3.9594  -0.7901  -0.3830
C  3.5985  0.4547  -1.0621
O  4.3852  1.3420  -1.3223
C  -1.0121  -0.4649  2.0000
C  -2.0286  -0.8536  0.9284
H  -4.3155  -3.3477  -1.6914
H  -4.3510  -1.8048  -2.5572
H  -5.6922  -2.9451  -2.7303
H  -6.2818  -2.6133  -0.3185
H  -6.2901  -1.0580  -1.2072
H  -3.6941  0.0997  1.9083
H  -2.1824  1.5930  -0.2831
H  -3.4167  2.2992  0.7624
H  -2.0180  1.8611  2.7630
H  -1.1402  2.8617  1.5938
H  2.3654  2.4033  1.1355
H  0.9881  3.1126  1.9672
H  0.4051  4.0234  -0.0435
H  -0.0793  2.4077  -0.5520
H  1.5962  3.8558  -1.9887
H  2.8118  3.2225  -0.8825
H  2.6163  1.9129  -2.9492
H  0.8972  1.5687  -2.5963
H  0.9992  -2.2285  -0.4354
H  2.5876  -3.7283  0.6080
H  4.8926  -4.0700  1.4062
H  6.6010  -2.3253  1.0693
H  5.9835  -0.2080  -0.0843
H  -1.4807  -0.4894  2.9917
H  -0.1557  -1.1412  1.9967
H  -1.5419  -0.8258  -0.0489
H  -2.4043  -1.8597  1.1158

Its energy above the lowest of the compared OMol25 structures with the same formula, charge and spin is 0.0 kcal/mol. The HOMO energy is -8.57 eV. The net charge is 0. Its SMILES is CCOC(=O)C1CCN(C(=O)CCCCn2c(=O)[nH]c3ccccc3c2=O)CC1. The lowest unoccupied orbital energy is 0.63 eV.